No. 1
ORCA calculation (ωB97M-V with the def2-TZVPD basis set) on one molecule with the formula C2H3N3O at a distorted geometry.

```
! RIJCOSX wB97M-V def2-TZVPD def2/J DEFGRID3
* xyz 0 1
N 0.73453 -1.54337 0.23600
C 0.15464 -0.34195 -0.01890
N 0.56931 0.84813 0.27807
C -0.42627 1.62607 -0.08981
N -1.38172 0.96780 -0.71663
O -1.08736 -0.37583 -0.58977
H 0.11754 -2.41214 0.29981
H 1.70446 -1.50571 0.65986
H -0.38512 2.73700 -0.05863
*
```

Output
Structure (SMILES): Nc1ncno1
Relative energy (zero: lowest compared OMol25 entry of this formula, charge and spin) (kJ/mol): 137.5
Highest occupied orbital energy (eV): -9.18
Lowest unoccupied orbital energy (eV): 0.72
Gap between HOMO and LUMO (eV): 9.90

Here are the Mulliken charges for atoms 1 to 4, given in e:
1. N -0.44
2. C 0.65
3. N -0.55
4. C -0.02

No. 2
ORCA calculation (ωB97M-V with the def2-TZVPD basis set) on a 2-piece molecular cluster, C3H6ClO3S overall at a distorted geometry.

```
! RIJCOSX wB97M-V def2-TZVPD def2/J DEFGRID3
* xyz -1 1
C 1.06508 -0.32829 1.05612
C 1.17463 0.03722 -1.44990
C 1.68751 -0.05611 -0.25143
O -1.53070 1.13338 1.01045
O -3.78694 0.77469 0.16373
O -1.84513 0.28344 -1.25527
S -2.42407 0.40443 0.09708
Cl 3.37994 0.11861 -0.17243
H 0.13002 0.11039 1.11149
H 1.68712 -0.06097 1.90838
H 0.95036 -1.37956 1.03820
H -2.45459 -1.00643 0.80744
H 1.89840 0.18245 -2.21455
H 0.06840 -0.21323 -1.84930
*
```

Output
Relative energy (zero: lowest compared OMol25 entry of this formula, charge and spin) (kJ/mol): 205.6
Highest occupied orbital energy (eV): -5.41
Lowest unoccupied orbital energy (eV): 3.23
Gap between HOMO and LUMO (eV): 8.65

Here are the Mulliken charges for atoms 1 to 4, given in e:
1. C -0.94
2. C -0.73
3. C 0.73
4. O -0.66

No. 3
ORCA calculation (ωB97M-V with the def2-TZVPD basis set) on C8H6BrIN2O5P2Sr as an isolated structure at a distorted geometry.

```
! RIJCOSX wB97M-V def2-TZVPD def2/J DEFGRID3
* xyz 2 1
N 1.86970 -2.64080 0.31842
P 3.07066 -1.70194 -0.30010
N 3.24552 -0.13096 0.56874
C 2.21584 0.05746 1.70285
O 2.40072 -0.01071 3.03062
C 0.87776 0.41850 0.82742
C -0.72119 0.15862 1.07928
C -1.74200 0.69052 -0.13428
P -3.61603 0.32954 0.13828
O -4.56517 1.54145 -0.23714
O -3.80647 -0.20650 1.81938
O -4.04969 -1.07455 -0.84176
C -1.14159 1.47718 -1.48272
I -2.56374 2.18604 -3.03820
C 0.49790 1.72716 -1.70150
Br 1.30461 2.66027 -3.27953
C 1.46963 1.15002 -0.51476
C 3.09614 1.12288 -0.31874
O 4.07398 1.93650 -0.72774
H 1.16231 -2.85183 -0.43635
H 2.80311 -1.48936 -1.71371
H 4.30256 -2.47217 -0.10886
H -1.08217 -0.39202 2.04680
H -3.17881 -0.98388 1.98288
H -3.85839 -0.87857 -1.80642
Sr -2.06517 -0.62286 3.12714
*
```

Output
Highest occupied orbital energy (eV): -14.58
Lowest unoccupied orbital energy (eV): -9.21
Gap between HOMO and LUMO (eV): 5.37

Here are the Mulliken charges for atoms 1 to 4, given in e:
1. N -0.64
2. P 0.31
3. N -0.25
4. C 0.38

No. 4
ORCA calculation (ωB97M-V with the def2-TZVPD basis set) on C46H42N3O3P2V as an isolated structure.

```
! RIJCOSX wB97M-V def2-TZVPD def2/J DEFGRID3
* xyz -2 3
V 0.78356 0.61893 1.04060
O -2.67875 1.66125 -2.50963
C -2.25037 0.77785 -1.75078
O -1.07049 0.56736 -1.36889
C -3.31525 -0.20005 -1.19168
P -2.57225 -1.74994 -0.53138
C -4.16103 -2.66849 -0.21191
C -4.38422 -3.16962 1.06638
C -5.55965 -3.84361 1.38391
C -6.53496 -4.02567 0.41782
C -6.33134 -3.52470 -0.86432
C -5.16003 -2.85356 -1.17046
C -2.05935 -2.60673 -2.08435
C -2.30520 -3.97264 -2.24476
C -1.86635 -4.65833 -3.36776
C -1.15377 -3.99504 -4.35548
C -0.87497 -2.64491 -4.19368
C -1.31262 -1.95808 -3.07004
H -4.06776 -0.38836 -1.96123
H -3.82585 0.29208 -0.35696
H -3.62414 -3.02314 1.82560
H -5.70813 -4.22318 2.38816
H -7.45272 -4.55003 0.65890
H -7.09105 -3.66027 -1.62595
H -5.00404 -2.47823 -2.17472
H -2.84249 -4.51528 -1.47726
H -2.07198 -5.71813 -3.45908
H -0.80899 -4.52658 -5.23560
H -0.30767 -2.11321 -4.94960
H -1.05942 -0.91165 -2.94250
C 1.11953 -0.65864 5.89068
C -0.23369 -0.66846 5.24112
C -0.26599 -0.05721 3.81222
C 1.06205 0.21011 3.11035
C 2.18998 0.14193 3.83517
C 2.21550 -0.27078 5.23839
H 1.17724 -0.99215 6.92404
H -0.92625 -0.10905 5.87928
H -0.80129 0.89783 3.82117
H 3.15090 0.35930 3.37404
H 3.17235 -0.29110 5.75534
C 1.84250 0.40275 -1.98368
C 2.91872 0.45986 -0.95547
N 4.14006 -0.02817 -1.31700
O 2.76877 0.92556 0.16928
H 2.24398 0.48088 -2.99585
H 1.08465 1.16618 -1.81096
H 1.33390 -0.55662 -1.84109
H 4.17425 -0.63342 -2.11633
H 4.76001 -0.24627 -0.55411
N -0.01178 2.20413 1.27836
C -0.65713 3.36626 1.32384
C -1.84478 3.62442 0.57912
C -2.50612 4.83106 0.66290
C -2.05016 5.86283 1.48710
C -0.88676 5.64105 2.21897
C -0.20424 4.44097 2.14221
H -2.19146 2.85194 -0.09489
H -3.39739 4.97897 0.06000
H -2.57842 6.80728 1.54670
H -0.49988 6.42532 2.86516
H 0.69993 4.28165 2.71951
N 0.99290 -1.38225 0.40879
P 0.78280 -2.56086 1.36172
C 0.09302 -4.11426 0.65414
C -0.95972 -4.82560 1.21709
C -1.37988 -6.02795 0.65948
C -0.73790 -6.53726 -0.45891
C 0.31177 -5.82874 -1.03253
C 0.71232 -4.62108 -0.48670
C -0.21060 -2.26852 2.86274
C -0.05221 -2.82319 4.06320
C -0.81718 -2.13910 5.17211
C -2.25484 -1.96823 4.75760
C -2.39306 -1.36953 3.58004
C -1.09795 -1.04115 2.89657
C 2.34933 -3.26426 2.05244
C 3.45207 -2.41528 2.05229
C 4.67130 -2.84122 2.55865
C 4.80556 -4.12905 3.06346
C 3.71506 -4.98887 3.05434
C 2.49556 -4.55764 2.54894
H -1.45307 -4.43332 2.09766
H -2.21351 -6.56312 1.10008
H -1.06048 -7.47750 -0.89118
H 0.79984 -6.20680 -1.92222
H 1.51062 -4.04767 -0.94425
H 0.64438 -3.62479 4.27751
H -0.70036 -2.64060 6.13515
H -3.07558 -2.23669 5.41192
H -3.34126 -1.08752 3.14018
H -1.25172 -0.61157 1.90662
H 3.31937 -1.41923 1.64567
H 5.51869 -2.16446 2.56843
H 5.75796 -4.46217 3.46049
H 3.81559 -5.99823 3.43829
H 1.65054 -5.23823 2.53266
*
```

Output
Relative energy (zero: lowest compared OMol25 entry of this formula, charge and spin) (kJ/mol): 208.5
Highest occupied orbital energy (spin up / spin down) (eV): -0.17 / -0.90
Lowest unoccupied orbital energy (spin up / spin down) (eV): 4.18 / 4.18
Gap between HOMO and LUMO (spin up / spin down) (eV): 4.35 / 5.08

Here are the Mulliken charges for atoms 1 to 4, given in e:
1. V 0.06
2. O -0.89
3. C 0.44
4. O -0.38

No. 5
ORCA calculation (ωB97M-V with the def2-TZVPD basis set) on C31H34GaGeN2O3 as an isolated structure.

```
! RIJCOSX wB97M-V def2-TZVPD def2/J DEFGRID3
* xyz 2 2
Ga -0.16016 -1.16825 0.81599
O 1.73528 -0.72741 0.10110
C 2.87469 -1.61784 -0.06045
C 2.78432 -2.32887 -1.39778
C 1.38385 -2.91449 -1.65212
C 0.91151 -3.77816 -0.51368
C 1.10786 -5.15101 -0.52744
C 0.73289 -5.91816 0.56286
C 0.15579 -5.29389 1.66034
C -0.02217 -3.93023 1.61327
N 0.34999 -3.18529 0.55659
H 1.84117 0.06583 -0.46115
H 2.83446 -2.31205 0.77652
H 3.77731 -1.01777 0.04169
H 3.53192 -3.12500 -1.41330
H 3.03777 -1.64135 -2.20654
H 1.39386 -3.50393 -2.56750
H 0.67335 -2.09940 -1.82385
H 1.55574 -5.60773 -1.39951
H 0.88747 -6.98885 0.55656
H -0.14995 -5.84851 2.53532
H -0.46641 -3.39578 2.44570
O -2.60529 0.52931 -1.58103
C -1.65402 0.55157 -0.93087
N -0.63949 0.55617 -0.23705
C 4.29961 1.66270 -2.23539
C 4.30727 2.08846 -0.91374
C 3.10883 2.30090 -0.24441
C 1.89053 2.09777 -0.89729
C 1.89490 1.67855 -2.23305
C 3.09462 1.45780 -2.89713
Ge 0.23488 2.39376 0.05653
C 0.40070 2.52427 1.96118
C 1.18080 1.63564 2.70535
C 1.27910 1.76941 4.08068
C 0.61213 2.80398 4.72593
C -0.14867 3.70458 3.99550
C -0.25778 3.56448 2.61897
C -1.03822 3.52631 -0.82085
C -2.32179 3.68568 -0.28768
C -3.24844 4.49416 -0.92505
C -2.90212 5.15084 -2.09881
C -1.63500 4.99291 -2.64117
C -0.70636 4.18021 -2.00827
H 5.23475 1.50384 -2.75594
H 5.24632 2.26100 -0.40500
H 3.12637 2.62639 0.78938
H 0.96042 1.53843 -2.76777
H 3.09001 1.14729 -3.93392
H 1.74367 0.84951 2.21249
H 1.88506 1.07883 4.65206
H 0.69898 2.91591 5.79829
H -0.65517 4.51849 4.49621
H -0.84815 4.28116 2.06067
H -2.60031 3.18930 0.63678
H -4.23542 4.62501 -0.50240
H -3.62149 5.79375 -2.58783
H -1.36804 5.51223 -3.55156
H 0.28586 4.07786 -2.43223
C -4.21924 -2.63777 0.85168
C -3.98190 -3.00955 -0.61194
C -2.48932 -2.76995 -0.81162
O -2.09283 -1.85897 0.27652
C -3.28467 -1.46834 1.04490
H -3.93770 -3.45683 1.51491
H -5.25425 -2.37267 1.05599
H -4.56294 -2.37158 -1.27655
H -4.24663 -4.04359 -0.82119
H -2.25735 -2.27893 -1.75605
H -1.89113 -3.67211 -0.69468
H -3.68119 -0.54810 0.61511
H -2.96042 -1.29188 2.06874
*
```

Output
Relative energy (zero: lowest compared OMol25 entry of this formula, charge and spin) (kJ/mol): 15.8
Highest occupied orbital energy (spin up / spin down) (eV): -13.76 / -14.22
Lowest unoccupied orbital energy (spin up / spin down) (eV): -5.53 / -7.18
Gap between HOMO and LUMO (spin up / spin down) (eV): 8.23 / 7.04

Here are the Mulliken charges for atoms 1 to 4, given in e:
1. Ga 0.53
2. O 0.28
3. C -0.76
4. C -0.69

Number 1: total energy -317.47997 Ha. Number 2: total energy -1202.02315 Ha. Number 3: total energy -4378.07136 Ha. Number 4: total energy -3794.79492 Ha. Number 5: total energy -5538.14922 Ha.